Entry 1:
Here is C25H33Br2F3N4O3 as an isolated structure from the OMol25 dataset. Energies are from wB97M-V/def2-TZVPD.

Geometry as XYZ:
```
70
Properties=species:S:1:pos:R:3:nbo_charge:R:1
H 2.89656 -1.73965 5.06584 0.167
C 1.72990 0.10023 -1.31012 0.169
C -1.91245 1.91346 -2.68329 0.288
C 2.43593 -1.71857 -2.45686 0.017
H 1.31048 -4.49949 0.32865 0.234
H 0.51597 -2.55028 3.83037 0.164
C 2.47749 -4.80693 -1.45090 0.328
O -7.44149 0.63933 -3.80732 -0.718
C 0.98575 1.97603 -0.10714 0.356
H -0.57670 1.37045 -4.24977 0.244
O 0.91997 -1.13317 5.29921 -0.558
H 1.43898 1.84846 -3.35096 0.251
H 1.87435 2.25437 3.06668 0.223
H 1.40510 -0.78658 2.94894 0.227
F -1.59941 0.33158 -0.89801 -0.326
C 2.74910 0.39730 4.78901 -0.422
H -8.90222 1.97605 -3.42217 0.176
H -0.43722 -2.64242 5.31461 0.192
H 3.55501 1.20456 2.94685 0.210
H -1.05256 1.57041 2.44566 0.210
C 1.91327 0.17119 1.14930 0.097
C -7.77205 2.67142 -5.12256 -0.634
C 2.11880 -0.49554 -0.09147 0.096
N 1.89751 -0.53906 -2.50064 -0.388
C 1.34492 1.41332 1.14325 -0.067
H 0.55194 -5.54780 -0.88784 0.221
H 1.93487 1.12321 4.83247 0.213
H 4.19530 -0.33047 3.43388 0.205
N 1.90860 5.10046 -0.60425 -0.398
H 4.24090 -3.76811 -2.04955 0.247
N 2.70765 -1.72695 -0.09727 -0.397
Br -4.22502 0.63075 -1.26833 0.039
Br -3.26408 1.57316 -4.06634 0.012
C 1.13160 1.37600 -1.31164 -0.083
H -0.43809 2.16964 4.00576 0.216
H -8.36813 2.13032 -5.85785 0.212
H 0.74987 3.19099 2.13826 0.223
C -7.86937 1.99854 -3.76644 -0.062
C 2.31339 -0.90028 5.45451 -0.063
C 0.66713 1.98957 -2.60100 -0.433
F -1.82851 3.25827 -2.54922 -0.329
H 2.04726 -6.47212 -2.21862 0.330
C 3.26591 0.23899 3.36046 -0.396
C 0.55573 -2.44076 4.91747 -0.245
C 1.01534 2.17431 2.40465 -0.437
H -6.73733 2.68131 -5.47436 0.197
H -8.12473 3.70245 -5.07534 0.214
H 3.55351 0.81937 5.39488 0.211
H -6.53176 0.64267 -4.12427 0.459
C -2.41377 1.32325 -1.28977 0.587
C 1.16266 -4.66089 -0.73880 -0.692
C 3.48418 -3.69400 -1.27244 -0.513
H 3.98402 -3.82695 -0.31125 0.247
H -0.58194 0.24570 -2.92486 0.250
F -2.34236 2.29668 -0.37556 -0.312
C -0.60420 1.30257 -3.16692 -0.466
H 1.23291 -3.18805 5.33567 0.170
H 2.56197 -2.25804 -3.38934 0.202
C 2.86151 -2.32631 -1.24206 0.214
H 2.78848 -1.47201 2.15872 0.248
C 2.32052 -0.53046 2.41428 -0.476
H 2.52016 -0.82979 6.52546 0.179
H 0.47818 3.04867 -2.46846 0.237
N 2.80001 -5.78521 -2.18897 -0.613
H -0.02361 0.55276 3.44314 0.215
C -0.20087 1.57908 3.12407 -0.603
C 1.18643 4.23438 -0.36214 0.537
O 0.37393 3.25994 -0.08975 -0.490
H -7.27734 2.55005 -3.02761 0.156
H 0.61475 -3.80162 -1.12562 0.230
```

## Properties
DFT total energy in Eh: -6864.7325
HOMO energy in eV: -9.205
Spin multiplicity: 1

***

Entry 2:
Here is C40H46BaN10Se as an isolated structure from the OMol25 dataset. Energies are from wB97M-V/def2-TZVPD.

Geometry as XYZ:
```
98
Properties=species:S:1:pos:R:3:mulliken_charge:R:1
C 2.10369 -0.07018 7.35399 -0.914
C -2.67806 -1.18667 4.31125 -0.055
C -4.17971 -0.96147 4.14914 -0.551
C 3.49515 -3.91331 -0.24575 -0.788
H -2.92283 6.17451 0.16055 0.440
N 4.30175 -3.14344 -1.04430 -0.073
H -1.07863 -5.58328 -3.93279 0.415
C -0.17199 0.33259 6.60939 -0.866
C -2.74233 5.29484 -0.44343 -0.940
C -1.03865 4.54836 1.19123 -0.904
C -0.11004 3.62111 1.57875 -0.898
H 3.28482 -1.95905 3.57744 0.390
C 0.78183 0.31283 7.61026 -0.738
H 2.04527 2.38871 -5.76634 0.255
C 0.09388 2.50668 0.76003 -0.042
H -0.84060 -3.32266 -1.25203 0.206
H -2.51608 0.72164 -4.32852 0.481
N 1.50677 1.85812 -5.10291 -0.392
H 4.79691 -0.36635 2.56303 0.537
H -0.92414 0.03428 -8.46063 0.453
H 2.11678 -1.91674 -4.31200 0.383
C -2.23331 2.96100 -1.97220 -0.417
C -3.66706 2.52638 -4.26401 -1.084
C -1.87536 0.06598 3.98706 -1.472
C 1.56335 -0.40570 5.07996 0.681
Se -0.12244 -1.08773 1.47198 -0.360
C 0.61279 0.93820 -5.59106 0.475
C -3.90650 3.67076 -3.55571 -0.592
H -1.27685 -1.47550 -4.48341 0.725
C -0.35589 -4.78743 -4.05216 -0.947
N 1.62841 -0.72888 3.72543 0.490
N 2.35151 -2.12228 -0.97390 0.573
H 2.28874 -3.79252 -5.91372 0.481
H -2.33631 -1.98965 3.65430 0.267
C 1.52445 -3.79204 -5.15064 -0.989
H -4.65059 -0.56183 6.22683 0.302
C -1.75836 4.35110 -0.00023 1.418
H 0.73832 1.66210 -7.62027 0.380
H -4.37297 -0.50994 3.17040 0.316
C 0.58815 -4.82100 -5.05454 -0.395
C -3.42273 5.08575 -1.58506 -0.908
C 1.43285 -2.75673 -4.24919 -0.274
C 3.57219 -2.08341 -1.45632 -0.733
H 0.60931 -5.64888 -5.75075 0.436
C -2.70522 1.63440 -3.77986 -0.145
H 5.25744 -3.33849 -1.29086 0.231
C 3.44438 1.28797 2.26351 -0.134
H 4.37548 0.81944 0.36966 0.501
H 2.81449 -0.08526 8.16846 0.411
C -0.34368 -3.70652 -3.16674 0.469
H -4.67980 -1.93103 4.13832 0.340
H -1.96558 -1.58477 -6.83831 0.526
C -0.84042 -0.79530 -5.20741 -0.541
N -1.99813 1.82633 -2.68020 0.180
H 0.80659 1.74649 1.05248 0.204
H -1.19768 0.60603 6.81570 0.459
H -2.05210 0.38272 2.95944 0.303
H 0.49861 0.58736 8.61684 0.424
H -4.20094 2.29754 -5.17506 0.461
C 0.39690 -0.59705 3.18182 -0.092
H -2.45980 -1.49576 5.33831 0.328
N -0.44024 -0.15353 4.13775 0.643
H 1.41566 -3.54495 0.34201 0.431
H 3.97901 -1.33175 -2.11385 0.475
H -4.64462 4.39093 -3.88578 0.444
H -2.13632 0.89262 4.64800 0.326
C 2.51980 -0.43801 6.08733 -0.704
C 2.29726 -3.26810 -0.21091 -0.460
H 3.13478 2.06494 0.26339 0.349
H 0.46132 3.73295 2.48960 0.548
N 0.50301 -2.68999 -3.28876 0.385
N -1.27139 -3.58677 -2.12884 -0.361
H -4.16623 5.79338 -1.92803 0.433
H -5.85012 0.05320 5.09531 0.380
H 4.12784 0.30059 4.03192 0.354
H 3.83680 -4.82331 0.21382 0.464
C -1.48669 3.19825 -0.75409 -0.526
C -4.78190 -0.09411 5.24950 -1.146
N 0.06537 0.08199 -4.72579 0.510
H 2.46865 1.60946 2.64675 -0.045
H 4.14151 2.09003 2.51189 0.434
H 2.57203 -1.45718 2.04563 -0.475
H -1.86109 -4.39536 -1.99520 0.263
C -3.18663 3.91050 -2.37262 1.455
C 3.39740 1.12192 0.74928 -0.996
H 2.67392 0.35208 0.46573 0.114
C -0.65253 0.04595 -7.41339 -0.453
C 2.85845 -1.11086 3.03866 -0.152
H -4.32355 0.89630 5.29013 0.289
C -1.23344 -0.85826 -6.51854 -1.019
H 1.99031 1.64721 -4.24851 0.095
C 0.26988 0.95046 -6.95406 -0.900
H 3.53882 -0.74722 5.90283 0.434
N -0.55425 2.29278 -0.37114 -0.012
Ba 0.03565 -0.07299 -1.81817 1.294
H -1.23284 5.43046 1.78866 0.450
C 0.25050 -0.03450 5.33892 0.741
C 3.87788 0.02856 3.00537 -0.759
```

## Properties
DFT total energy in Eh: -4526.1171
HOMO energy in eV: -12.149
Spin multiplicity: 1
Total charge: +2

***

The following Kohn-Sham gap values (in eV) correspond, in order, to the records above: 8.626 7.436.